# 1
Molecular formula: C2HBrF2O
Method: DFT, the ωB97M-V functional and the def2-TZVPD basis

```
7
Properties=species:S:1:pos:R:3:forces:R:3
C 1.16982 0.05114 0.79208 0.18 4.24 0.69
C -1.98885 0.06645 -1.52118 0.13 1.15 -0.17
O 1.32862 -1.07943 0.68515 0.70 -2.33 -0.48
F 0.15971 0.55627 1.57921 0.44 -0.13 -0.48
F -1.05734 0.92269 -1.14769 -0.29 0.70 -0.38
Br -1.39064 -1.48743 -0.78805 -0.13 -1.92 0.36
H 1.77868 0.97031 0.40048 -1.04 -1.72 0.45
```
Forces are in eV/Å.

Summary:
- energy above the lowest of the compared OMol25 structures with the same formula, charge and spin (eV) = 2.8294
- orbital gap (eV) = 9.55
- electronic energy (hartree) = -2925.679177
- HOMO level (eV) = -10.2
- E_LUMO (eV) = -0.65

Partial atomic charges computed with the natural (NBO) method, in multiples of e: 0.734 0.257 -0.500 -0.366 -0.341 0.086 0.129

***

# 2
Molecular formula: C6H10
Method: DFT, the ωB97M-V functional and the def2-TZVPD basis

```
16
Properties=species:S:1:pos:R:3:forces:R:3
C -0.79704 0.34179 3.08224 0.01 0.01 0.08
C -0.82023 0.19232 1.62604 -0.02 -0.05 -0.54
C -0.84760 0.09825 0.42371 0.00 0.08 0.52
C -0.85961 0.08666 -1.04475 -0.03 0.01 -0.04
C 0.52554 0.38777 -1.64567 0.03 0.07 -0.05
C 1.47235 -0.80613 -1.57573 0.02 -0.06 0.03
H -1.55357 1.06329 3.40920 0.11 -0.13 -0.06
H -0.99244 -0.60959 3.58750 0.02 0.13 -0.10
H 0.17934 0.70715 3.41598 -0.13 -0.06 -0.04
H -1.58643 0.83338 -1.38990 0.12 -0.11 0.07
H -1.21851 -0.88638 -1.40691 0.06 0.14 0.05
H 0.40081 0.69534 -2.69062 -0.01 -0.05 0.12
H 0.96049 1.24174 -1.11348 -0.09 -0.10 -0.08
H 1.55713 -1.17693 -0.54842 0.00 0.05 -0.13
H 2.47688 -0.54310 -1.92530 -0.17 -0.03 0.05
H 1.10289 -1.62555 -2.20388 0.06 0.09 0.12
```
Forces are in eV/Å.

Summary:
- SMILES = CC#CCCC
- energy above the lowest of the compared OMol25 structures with the same formula, charge and spin (eV) = 1.2253
- orbital gap (eV) = 10.44
- electronic energy (hartree) = -234.557481
- HOMO level (eV) = -9.3
- E_LUMO (eV) = 1.10

Partial atomic charges computed with the natural (NBO) method, in multiples of e: -0.679 -0.009 -0.029 -0.468 -0.379 -0.610 0.232 0.232 0.232 0.230 0.222 0.199 0.205 0.212 0.210 0.200

***

# 3
Molecular formula: C17H30MoNO5Si3
Method: DFT, the ωB97M-V functional and the def2-TZVPD basis

```
57
Properties=species:S:1:pos:R:3:forces:R:3
Mo -0.26989 0.52608 -0.26419 0.18 0.21 -0.03
C -3.21133 0.62913 1.07552 -0.08 0.08 0.03
O -1.93155 -0.05250 0.92161 0.08 -0.05 -0.07
Si -0.86221 -0.41893 2.25173 0.05 -0.04 -0.12
C -1.20167 -2.11507 2.84826 -0.04 -0.04 0.04
C -1.05363 0.87464 3.53375 -0.01 0.05 0.08
C 0.75770 -0.24614 1.08169 0.09 0.09 0.05
Si 1.43812 -1.97598 0.42972 -0.12 0.20 -0.03
C -0.08656 -2.46991 -0.59159 0.12 -0.09 -0.03
C 2.86970 -1.69927 -0.70640 0.06 -0.06 0.01
C 1.88581 -3.15147 1.77528 0.04 -0.08 -0.01
Si 2.09377 1.22118 1.66468 -0.15 -0.05 -0.01
C 1.13959 2.80773 1.93110 0.04 -0.01 0.05
C 2.77053 0.45924 3.20925 0.03 0.02 0.03
C 3.36528 1.44578 0.34499 0.04 -0.03 -0.02
H -3.80691 0.08665 1.80621 0.02 -0.02 0.00
H -3.71771 0.60913 0.11458 0.01 -0.01 0.00
H -3.05451 1.65567 1.40420 0.03 -0.01 0.00
H -2.20785 -2.10916 3.28013 0.00 0.00 0.00
H -0.51176 -2.36000 3.65929 -0.01 -0.03 0.00
H -1.16328 -2.89806 2.09580 0.01 0.00 -0.01
H -1.97971 0.66849 4.08023 0.01 -0.01 0.00
H -1.10782 1.88854 3.14219 0.02 0.00 0.01
H -0.24630 0.83022 4.26792 -0.01 0.02 -0.01
H -0.85780 -1.69674 -0.76623 -0.08 0.04 0.01
H -0.63238 -3.27520 -0.09582 -0.06 0.03 -0.02
H 0.22616 -2.83019 -1.57344 -0.01 0.03 -0.01
H 2.74320 -0.88855 -1.42504 -0.01 0.01 0.01
H 3.00865 -2.62631 -1.27235 0.00 0.01 0.00
H 3.79397 -1.53606 -0.15090 0.00 0.01 -0.04
H 1.07313 -3.48799 2.41197 -0.02 0.01 0.00
H 2.67415 -2.73236 2.40335 0.00 -0.01 0.01
H 2.31009 -4.03778 1.29127 0.00 0.00 0.02
H 0.94263 2.96951 2.99163 -0.02 0.01 -0.01
H 0.19371 2.90887 1.39437 -0.01 0.02 -0.01
H 1.77019 3.63117 1.58720 0.00 0.00 0.00
H 2.01646 0.20158 3.95358 0.02 0.00 -0.01
H 3.44326 1.19217 3.66682 -0.01 -0.01 0.02
H 3.36577 -0.42754 2.98703 0.00 -0.01 0.01
H 2.94980 1.71199 -0.62798 0.01 0.00 -0.01
H 4.03333 0.59457 0.23364 0.00 0.03 -0.02
H 3.97799 2.29498 0.66569 0.00 0.00 -0.01
O -3.72515 -0.13319 -7.87423 0.01 -0.01 -0.01
C -3.26128 0.46656 -7.04809 0.00 0.00 0.06
O -2.77422 1.18726 -6.19635 -0.06 0.09 -0.18
C -2.24092 0.84473 -4.87764 0.11 -0.14 0.30
C -2.38337 -0.41469 -4.34521 -0.05 0.05 -0.12
C -1.84241 -0.59855 -3.07952 0.02 -0.04 0.09
N -1.20444 0.37221 -2.41266 -0.02 0.02 -0.09
C -1.09530 1.58019 -2.99492 0.07 -0.12 0.18
C -1.61563 1.88280 -4.24109 -0.02 0.10 -0.12
C -0.36276 2.64878 -2.20473 -0.13 -0.02 -0.15
O -0.43296 3.79430 -2.49253 0.18 0.01 0.05
O 0.31947 2.11551 -1.16831 -0.33 -0.26 0.08
H -2.88414 -1.23464 -4.84510 0.00 0.00 0.01
H -1.92916 -1.56448 -2.60091 0.00 0.01 0.00
H -1.50784 2.88110 -4.64947 -0.01 -0.01 -0.01
```
Forces are in eV/Å.

Summary:
- energy above the lowest of the compared OMol25 structures with the same formula, charge and spin (eV) = 0.0000
- orbital gap (spin up / spin down) (eV) = 7.42 / 7.55
- total charge = +3
- electronic energy (hartree) = -2032.422813
- HOMO level (spin up / spin down) (eV) = -17.9 / -17.9
- E_LUMO (spin up / spin down) (eV) = -10.46 / -10.31

Partial atomic charges computed with the natural (NBO) method, in multiples of e: 1.353 -0.246 -0.887 2.008 -1.190 -1.204 -1.287 1.730 -1.099 -1.147 -1.147 1.718 -1.144 -1.137 -1.155 0.231 0.210 0.212 0.292 0.290 0.267 0.294 0.273 0.291 0.186 0.285 0.275 0.248 0.281 0.272 0.262 0.272 0.288 0.271 0.232 0.290 0.251 0.292 0.261 0.255 0.263 0.289 -0.203 1.145 -0.389 0.330 -0.258 0.109 -0.472 0.146 -0.206 0.743 -0.425 -0.669 0.282 0.250 0.318

***

# 4
Molecular formula: C4H3LiO
Method: DFT, the ωB97M-V functional and the def2-TZVPD basis

```
9
Properties=species:S:1:pos:R:3:forces:R:3
O -0.95720 -0.47328 1.03805 0.68 0.39 0.66
C -0.31252 -0.37759 -0.06179 1.33 1.24 -1.38
C 0.94211 0.29357 -0.15623 -1.37 -0.25 -0.03
C 1.68051 0.31017 -1.31527 -0.40 0.13 0.16
C 2.28054 0.40883 -2.42622 0.09 -0.07 -0.02
H -0.85250 -0.61954 -0.98869 0.48 -0.61 0.21
H 1.18410 0.97140 0.67261 0.30 -0.64 0.01
Li -1.78171 0.65828 1.98660 -0.41 0.06 0.38
H -2.18333 -1.17185 1.25094 -0.72 -0.24 0.01
```
Forces are in eV/Å.

Summary:
- energy above the lowest of the compared OMol25 structures with the same formula, charge and spin (eV) = 2.2036
- orbital gap (spin up / spin down) (eV) = 6.79 / 6.17
- electronic energy (hartree) = -236.719736
- HOMO level (spin up / spin down) (eV) = -8.2 / -7.5
- E_LUMO (spin up / spin down) (eV) = -1.37 / -1.36

Partial atomic charges computed with the natural (NBO) method, in multiples of e: -0.858 0.309 -0.340 -0.313 -0.023 0.179 0.206 0.878 -0.038

***

Number 1: molecular weight 158.929 g mol⁻¹. Number 2: molecular weight 82.146 g mol⁻¹. Number 3: molecular weight 508.627 g mol⁻¹. Number 4: molecular weight 74.008 g mol⁻¹.